DFT (ωB97M-V/def2-TZVPD) results for a single C7H11NO3 molecule at a distorted geometry.

Properties
- E_HOMO (eV) = -10.2
- orbital gap (eV) = 10.152
- SMILES = CC(=O)[C@H]1[C@H]([N+](=O)[O-])C1(C)C
- electronic energy (eV) = -15065.262

```
! wB97M-V def2-TZVPD RIJCOSX def2/J DEFGRID3
* xyz 0 1
C 1.32221 -1.20185 0.12797
C 0.09731 -0.41489 -0.29148
C -1.11273 -0.26112 0.68379
C -0.24995 0.90357 0.22838
C 1.80640 -2.27513 -0.81653
C -0.74456 1.89998 -0.72126
C 0.68646 1.54477 1.16407
N -2.43039 -0.60302 0.17428
O 1.55152 -1.17869 1.33358
O -3.30668 -1.02322 0.89058
O -2.59742 -0.44255 -1.01802
H -0.13331 -0.47211 -1.40155
H -0.89656 -0.49734 1.64448
H 2.53199 -2.03689 -1.60321
H 0.93580 -2.79212 -1.14730
H 2.32793 -3.01794 -0.24184
H -1.39247 2.64250 -0.20452
H -1.45260 1.52557 -1.36873
H 0.07990 2.28702 -1.23735
H 1.11120 0.86988 1.92813
H 0.36936 2.60235 1.39001
H 1.49659 1.94123 0.48653
*
```

natural (NBO) population analysis, charges in e, atoms 1 to 5: 0.5926 -0.3243 -0.1208 -0.0001 -0.7217

DFT (ωB97M-V/def2-TZVPD) results for a single C7H11NO3S molecule at a distorted geometry.

Properties
- E_HOMO (eV) = -7.8
- orbital gap (eV) = 8.384
- SMILES = CNC1=CC=C[C@H](S(=O)(=O)O)C1
- electronic energy (eV) = -25902.721

```
! wB97M-V def2-TZVPD RIJCOSX def2/J DEFGRID3
* xyz 0 1
C -1.19127 -1.90063 0.19134
C -0.02047 -2.15262 -0.41142
C -1.39226 -0.68708 1.01341
C 0.93137 -1.06652 -0.56532
C -0.06253 0.00044 1.52574
C 0.79646 0.04814 0.24867
C 2.56947 1.47777 -0.65661
N 1.66558 1.08786 0.41420
O -1.75064 1.91119 0.44736
O -1.30898 0.50525 -1.47428
O -3.37461 0.14498 -0.28818
S -2.05608 0.58168 -0.10220
H -1.95110 -2.58043 0.22362
H 0.00619 -3.03194 -1.01849
H -2.21773 -0.63559 1.70882
H 1.69901 -1.09564 -1.33064
H -0.34254 0.93260 1.92215
H 0.46931 -0.44131 2.35388
H 2.30221 1.15011 -1.70064
H 2.57282 2.58908 -0.43933
H 3.56937 1.09060 -0.56491
H 1.01621 1.77976 0.69891
H -1.92980 0.29227 -2.19607
*
```

natural (NBO) population analysis, charges in e, atoms 1 to 5: -0.2558 -0.1620 -0.4671 -0.3669 -0.4566

DFT (ωB97M-V/def2-TZVPD) results for a single C7H11NO3S molecule at a distorted geometry.

Properties
- E_HOMO (eV) = -9.2
- orbital gap (eV) = 9.776
- SMILES = CN[C@@]1(S(=O)(=O)O)C=CC=CC1
- electronic energy (eV) = -25902.167

```
! wB97M-V def2-TZVPD RIJCOSX def2/J DEFGRID3
* xyz 0 1
C -2.21928 0.37189 1.02859
C -2.00636 -0.92637 0.29012
C -1.41846 1.40131 0.95056
C -0.92811 -1.13486 -0.43135
C -0.22685 1.40183 0.08369
C 0.30082 -0.02071 -0.34196
C 1.10528 -0.54603 1.90581
N 1.43635 -0.41517 0.46085
O 0.15061 0.24807 -3.15769
O 2.28426 0.69785 -2.08574
O 1.36623 -1.60328 -2.28536
S 0.93998 -0.23789 -2.09561
H -3.19245 0.34944 1.54069
H -2.79535 -1.60396 0.33886
H -1.84548 2.34939 1.34359
H -0.60454 -1.89655 -1.10404
H -0.52120 2.01913 -0.85705
H 0.74057 1.68875 0.59000
H -0.05501 -0.83798 1.91933
H 1.66798 -1.33625 2.49048
H 1.39280 0.33102 2.46322
H 1.93946 -1.19624 -0.01492
H 2.48875 0.89662 -3.03208
*
```

natural (NBO) population analysis, charges in e, atoms 1 to 5: -0.2287 -0.2208 -0.1738 -0.2069 -0.4981

DFT (ωB97M-V/def2-TZVPD) results for a molecular structure, C7H11NO7P2 at a distorted geometry.

Properties
- E_HOMO (eV) = -8.7
- orbital gap (eV) = 8.973
- electronic energy (eV) = -41835.796

```
! wB97M-V def2-TZVPD RIJCOSX def2/J DEFGRID3
* xyz 0 1
O 0.10407 -1.64757 -2.17867
O 0.31516 2.65136 -2.11327
O -3.13511 -0.49768 3.57503
O 2.49058 -0.90394 -2.41324
O 1.81792 -2.18263 -0.50560
O 1.13117 1.50559 -3.20200
O -1.25613 0.47195 -2.34528
C -2.22540 -1.03185 1.38906
C -1.00685 0.47607 2.85780
C -1.31907 -0.80047 0.36677
C -0.07863 0.64101 1.91221
C -2.13508 -0.38035 2.62703
C -0.19698 0.07432 0.57861
N 2.08159 0.99536 0.19886
C 0.79153 0.34564 -0.50579
P 1.25328 -1.09171 -1.45836
P 0.19382 1.15996 -2.09284
H -2.84200 0.00138 4.31941
H 3.02902 -1.72077 -2.33689
H 1.07332 -2.32640 0.06425
H 0.77941 2.43359 -2.92836
H -1.00854 -0.49433 -2.40557
H -3.00575 -1.76826 1.17053
H -0.98288 1.17174 3.76446
H -1.50864 -1.35669 -0.48149
H 0.67783 1.37913 2.15693
H 2.03154 1.99626 0.36866
H 2.93081 0.89930 -0.38226
*
```

natural (NBO) population analysis, charges in e, atoms 1 to 5: -1.1071 -1.0340 -0.6497 -0.9555 -0.9676

DFT (ωB97M-V/def2-TZVPD) results for 2 unconnected molecules or ions with the total composition C7H11NOP at a distorted geometry.

Properties
- E_HOMO (alpha / beta) (eV) = -12.4 / -14.0
- orbital gap (alpha / beta) (eV) = 7.862 / 8.532
- electronic energy (eV) = -20250.721

```
! wB97M-V def2-TZVPD RIJCOSX def2/J DEFGRID3
* xyz 1 1
C 0.15608 1.50652 -0.05954
C 1.67739 -0.32982 -0.44272
C -0.89547 0.59537 -0.06804
C 0.57477 -1.20163 -0.55014
C 1.45791 1.07287 -0.25217
C 2.59304 2.01938 -0.10485
C -1.77325 -1.65668 -0.32414
N -0.69930 -0.72134 -0.29114
O 2.19564 3.36600 0.04991
P -3.50465 -1.16408 -0.41557
H 0.02187 2.45757 0.30675
H 2.67161 -0.48917 -0.81860
H -1.85685 0.90324 -0.22236
H 0.52256 -2.29103 -0.51005
H 3.13344 1.76663 0.70513
H 3.26419 1.90642 -0.85316
H -1.88637 -2.59936 2.01761
H -1.58599 -2.49976 -0.86113
H 1.91556 3.60684 -0.81339
H -3.27761 -0.68940 0.83838
H -3.65037 -2.43113 0.13792
*
```

natural (NBO) population analysis, charges in e, atoms 1 to 5: -0.2148 -0.2098 0.0940 0.0805 0.0829

DFT (ωB97M-V/def2-TZVPD) results for a single C7H11NOS molecule at a distorted geometry.

Properties
- E_HOMO (alpha / beta) (eV) = -8.2 / -7.7
- orbital gap (alpha / beta) (eV) = 7.957 / 6.597
- electronic energy (eV) = -21803.836

```
! wB97M-V def2-TZVPD RIJCOSX def2/J DEFGRID3
* xyz 0 1
C -3.25254 -0.09954 -0.65684
C 2.29224 -2.28990 0.73467
C -2.30203 0.77766 -0.22086
C 1.61587 -1.91457 -0.37971
C -0.09892 1.58632 0.88161
C -1.35699 0.70931 0.84432
C 1.20217 -0.67921 -0.92765
N 0.56461 1.93561 -0.28950
O 2.64030 0.75456 0.71137
S 2.03550 0.89734 -0.62459
H -3.61332 0.00055 -1.67040
H -3.49340 -0.90034 -0.01349
H 2.64281 -3.27278 0.85626
H 2.45002 -1.51324 1.42589
H -2.23903 1.42085 -1.04472
H 1.30733 -2.70788 -0.99737
H -0.10156 2.56502 1.42603
H 0.55346 1.03741 1.54023
H -1.71316 -0.00600 1.54863
H 0.79822 -0.61427 -2.03178
H 0.06844 2.31312 -1.11211
*
```

natural (NBO) population analysis, charges in e, atoms 1 to 5: -0.3419 -0.2893 -0.2755 -0.2888 -0.3194

DFT (ωB97M-V/def2-TZVPD) results for 2 unconnected molecules or ions with the total composition C7H11NOS2 at a distorted geometry.

Properties
- E_HOMO (eV) = -8.4
- orbital gap (eV) = 8.764
- SMILES = OSc1cccs1.CC(C)=N
- electronic energy (eV) = -32642.934

```
! wB97M-V def2-TZVPD RIJCOSX def2/J DEFGRID3
* xyz 0 1
C -2.81502 1.46373 0.75853
C -3.05421 0.08357 0.73095
C -2.04225 1.86464 -0.25191
C -2.36090 -0.57582 -0.23991
C 1.67227 0.66521 0.92726
C 2.76561 -0.03571 -1.23972
C 2.04953 -0.51883 0.11207
N 1.91878 -1.67161 0.62357
O -0.61991 -2.48419 -0.95019
S -1.55999 0.59992 -1.28782
S -2.29191 -2.28682 -0.56529
H -3.17866 2.17319 1.52158
H -3.85506 -0.46834 1.29903
H -1.77130 2.94773 -0.36555
H 2.30763 1.53121 0.91846
H 0.74408 1.14302 0.63313
H 1.59092 0.38986 2.00114
H 2.94202 -0.83773 -1.82421
H 3.82908 0.38862 -1.16476
H 1.92765 0.70596 -1.48252
H -0.17766 -2.56433 -0.11899
H 1.97931 -2.51330 -0.03486
*
```

natural (NBO) population analysis, charges in e, atoms 1 to 5: -0.2685 -0.2491 -0.4233 -0.4391 -0.7058

DFT (ωB97M-V/def2-TZVPD) results for a gas-phase ion, C7H11NPS (charge +1) at a distorted geometry.

Properties
- E_HOMO (eV) = -12.0
- orbital gap (eV) = 8.158
- SMILES = [NH3+][C@@H]1CS[C@H]2P=CC=C[C@@H]12
- electronic energy (eV) = -29041.841

```
! wB97M-V def2-TZVPD RIJCOSX def2/J DEFGRID3
* xyz 1 1
C -1.75204 1.49791 1.05839
C -0.52977 1.61570 0.43322
C -2.69152 0.43123 0.78058
C 0.83698 -1.14900 0.99707
C 0.00640 0.58870 -0.57320
C 1.32323 0.02574 0.11818
C -0.88438 -0.71218 -1.02041
N 2.19975 -0.60741 -1.01126
P -2.71106 -0.89902 -0.19301
S 0.04884 -2.25251 -0.28676
H -2.06648 2.32826 1.75651
H 0.04918 2.51992 0.37268
H -3.69683 0.54599 1.19403
H 1.72547 -1.56673 1.29388
H 0.12427 -0.71430 1.58908
H 0.13981 1.04210 -1.51689
H 1.76187 0.73688 0.76995
H -0.89459 -0.80063 -2.15554
H 2.73702 -1.15047 -0.41709
H 2.70039 -0.03270 -1.75959
H 1.57346 -1.44747 -1.42984
*
```

natural (NBO) population analysis, charges in e, atoms 1 to 5: -0.2069 -0.1874 -0.6915 -0.5003 -0.2972